No. 1
Here is a gas-phase ion, C13H20NO (charge +1) in a non-equilibrium geometry from the Open Molecules 2025 dataset. Energies are from ωB97M-V with the def2-TZVPD basis set.

The HOMO energy comes out at -12.3 eV. Its SMILES is C=C(C)C[N+](C)(C)c1ccccc1OC. The orbital gap comes out at 0.355 Eh. For the LUMO energy, the calculation gives -2.621 eV. The calculation puts the strongest force on any atom at 4.0 eV/Å.

ORCA input file:
```
! wB97M-V def2-TZVPD RIJCOSX def2/J DEFGRID3
* xyz 1 1
C -0.46552 0.80889 -1.17996
H 3.02999 -2.29401 -0.57173
H -1.17610 2.79793 1.38365
H 3.16878 2.36352 -2.18958
C 1.23998 1.53518 0.56491
H 2.86749 4.06860 -0.15102
H -2.64411 -1.04376 3.52846
H 0.84707 -3.05265 2.33211
C 0.32140 -2.15651 2.15632
H 1.96410 0.65895 0.68848
H -2.07032 0.92412 2.07278
C -1.49893 0.01952 2.04483
H 3.05468 -1.77786 1.08134
C -1.71421 -1.01456 2.89801
H 1.33054 2.08020 1.55571
H 1.33177 4.36861 -1.13702
H 0.30182 0.06102 -1.41368
H -0.37497 1.72527 -1.80490
H -1.49841 0.39010 -1.36895
C 2.44974 -2.32014 0.35815
H -0.78914 3.02182 -0.27851
C 1.83869 2.33139 -0.49073
C -1.10130 2.28168 0.41703
H 2.99190 0.85409 -1.10413
C -0.75087 -1.99966 3.04212
H 2.16516 -3.41014 0.69555
H -0.95260 -2.81887 3.69183
H 1.27550 4.03688 0.60067
C 0.43368 -1.23459 1.09924
H -2.19785 2.04797 0.23925
C 1.80763 3.79990 -0.31461
N -0.24358 1.10283 0.28640
O 1.33116 -1.44053 0.07421
C 2.72986 1.88198 -1.33786
C -0.48184 -0.07597 1.05283
*
```

No. 2
Here is a molecular structure, C13H20NO4P2Rh in a non-equilibrium geometry from the Open Molecules 2025 dataset. Energies are from ωB97M-V with the def2-TZVPD basis set.

The HOMO energy (alpha / beta) comes out at -14.8 / -16.4 eV. The orbital gap (alpha / beta) comes out at 0.290 / 0.254 Eh. For the LUMO energy (alpha / beta), the calculation gives -6.879 / -9.489 eV. The calculation puts the strongest force on any atom at 1.8 eV/Å.

ORCA input file:
```
! wB97M-V def2-TZVPD RIJCOSX def2/J DEFGRID3
* xyz 2 5
C 1.97234 -2.52361 0.49909
H -0.65890 -1.75115 2.25857
C -4.14841 1.43835 -0.15015
O -1.65547 -1.09210 -1.01099
C -0.40266 3.32095 -0.62370
C -2.90925 3.50135 -0.19483
H 3.60480 -1.33265 1.28323
C 2.94712 1.61243 1.02822
H 2.93281 -0.80422 -1.98444
N -1.80119 1.42489 -0.47610
H 2.51282 -2.76958 -0.41725
P 0.18023 -2.40070 0.06380
H -1.81021 -2.75647 1.35208
H -2.85508 4.57993 -0.14820
H 2.07166 -3.37094 1.18262
H -1.24052 -3.87155 -1.19376
C -2.81917 -0.74953 -0.52347
H 3.93032 1.30719 1.38770
C -0.75776 -2.61326 1.59951
C -0.17906 -3.85166 -0.95021
H -5.03115 3.36944 0.13396
H 2.32688 1.89419 1.87837
H 2.07696 -1.07499 2.11640
H 0.08073 -4.73994 -0.36914
O -3.72592 -1.46618 -0.20286
Rh 0.03916 0.23309 -0.94423
O 0.53187 2.59729 -0.96087
C 2.52601 -1.24977 1.13520
H -0.37709 -3.50366 2.10380
O -0.31387 4.60594 -0.44211
C -1.76347 2.75942 -0.41068
C 3.23052 0.06038 -1.38907
H 4.28152 -0.04126 -1.11259
H 3.05447 2.46899 0.36494
C -4.11674 2.82188 -0.05134
H 0.39850 -3.84096 -1.87379
C -2.94974 0.77754 -0.37498
H 0.57088 4.95816 -0.62386
H 3.11353 0.95685 -2.00030
P 2.20115 0.23876 0.11042
H -5.06864 0.87720 -0.06897
*
```

No. 3
Here is a single C13H20O2 molecule in a non-equilibrium geometry from the Open Molecules 2025 dataset. Energies are from ωB97M-V with the def2-TZVPD basis set.

The HOMO energy comes out at -8.2 eV. Its SMILES is CCCCc1c(O)cc(CCC)cc1O. The orbital gap comes out at 0.327 Eh. For the LUMO energy, the calculation gives 0.695 eV. The calculation puts the strongest force on any atom at 5.2 eV/Å.

ORCA input file:
```
! wB97M-V def2-TZVPD RIJCOSX def2/J DEFGRID3
* xyz 0 1
H -2.23899 2.50197 -0.55986
H -0.04009 1.77969 0.79932
H 2.65094 -2.81772 -0.68649
C 2.57526 -1.86714 -1.25703
C -2.77198 2.00937 0.24878
H -0.75976 0.63634 1.45586
H -2.09226 3.26257 1.67896
C -0.93113 -0.12242 -1.83116
O -1.38427 -1.23658 1.79644
C 1.05658 -1.30067 -1.00713
H -3.79571 2.42461 0.35100
C 3.61706 -0.78864 -0.75155
H -3.44861 0.20222 -0.89020
C 3.71683 -0.63630 0.74289
H -2.34087 1.00613 -2.42006
C -0.67951 1.69818 1.65193
H -2.74267 1.72395 2.33546
H 2.77695 -0.34333 1.16970
H 3.38853 0.05688 -1.39227
H -0.13877 1.94454 2.54511
H 2.83166 -1.97960 -2.28328
H 4.62944 -1.15781 -0.98741
C -2.04363 2.21660 1.57315
C 0.35888 -0.60052 -1.97528
H 0.49248 -2.57632 0.66209
H 3.79414 -1.59547 1.21823
O -1.57531 0.61979 -2.72328
C -1.51895 -0.37208 -0.47972
H -2.14696 -1.82424 1.57421
C 0.35321 -1.67430 0.14221
C -2.76333 0.41875 -0.04249
H 0.75221 -0.52305 -2.93899
H 4.37196 0.11963 0.98330
C -0.86724 -1.05515 0.46359
H -3.08609 -0.14987 0.83398
*
```

No. 4
Here is a molecular structure, C13H21AlN5O2PS from the Open Molecules 2025 dataset. Energies are from ωB97M-V with the def2-TZVPD basis set.

The HOMO energy (alpha / beta) comes out at -7.2 / -10.8 eV. The orbital gap (alpha / beta) comes out at 0.137 / 0.271 Eh. For the LUMO energy (alpha / beta), the calculation gives -3.461 / -3.456 eV. The calculation puts the strongest force on any atom at 0.8 eV/Å.

ORCA input file:
```
! wB97M-V def2-TZVPD RIJCOSX def2/J DEFGRID3
* xyz 1 2
O -1.73737 -0.19917 -0.78348
H 2.14107 -5.32284 -0.59226
H -3.69036 0.74377 0.30963
N 0.34116 -5.05068 0.44707
H -1.00592 -2.33575 1.93413
C -2.87383 -0.75109 -0.76467
N 2.46878 -4.00177 0.99825
H -1.22400 -4.03818 -0.50726
H 1.53090 4.56631 0.50867
C 3.59716 1.30627 0.77250
C 4.20309 2.49478 1.01596
N 2.23952 1.29909 0.47791
H -3.24287 -2.83525 -0.70202
H -2.28281 -2.29437 -2.09604
H 5.25729 2.48990 1.25348
N 0.52846 -3.65550 2.44245
H -1.18278 -4.69686 1.83976
H 4.08260 0.34426 0.79228
O 1.64159 0.09359 0.20270
H 2.28134 -4.64872 2.96487
C -3.12254 -2.05103 -1.45269
C 3.47748 3.70722 0.95581
H 0.22790 -4.26991 -1.48144
C 1.98542 -3.79054 2.36108
C 2.31600 -2.82684 0.16068
P 0.52056 -2.34820 -0.00304
H 2.70817 -3.03558 -0.83691
H 3.96243 4.64949 1.15450
H 2.45126 -2.89545 2.77488
C 2.11473 3.66053 0.59798
C -0.13341 -4.04079 -0.47654
H 0.54128 -1.56878 2.31612
Al -0.02756 0.09185 -0.32645
H 2.07253 -6.04243 1.02552
C -0.09784 -4.82044 1.82375
H -4.77994 -0.54906 -0.09157
C 1.49590 2.47482 0.34278
H -4.03715 -2.01078 -2.04270
H 0.15708 -5.70239 2.41143
C 1.80083 -5.16876 0.43258
H 2.85851 -1.97862 0.56872
C 0.07955 -2.42547 1.81801
N -3.85815 -0.14491 -0.14302
S -0.16356 2.29546 -0.18441
*
```

No. 5
Here is a molecular structure, C13H21BiClIN4O in a non-equilibrium geometry from the Open Molecules 2025 dataset. Energies are from ωB97M-V with the def2-TZVPD basis set.

The HOMO energy comes out at 2.5 eV. The orbital gap comes out at 0.053 Eh. For the LUMO energy, the calculation gives 3.921 eV. The calculation puts the strongest force on any atom at 2.8 eV/Å.

ORCA input file:
```
! wB97M-V def2-TZVPD RIJCOSX def2/J DEFGRID3
* xyz -2 1
C -0.56214 3.20152 -2.04930
H 2.17358 -2.39605 4.51967
H 2.07539 0.77662 2.89638
H 2.16143 1.05289 -1.52828
H -2.37110 -1.79504 -1.81124
C -1.83032 0.47891 -4.04199
I 4.03257 -0.54453 -2.45521
N -1.49893 -0.16527 -2.85091
H -1.96951 2.27626 0.92027
H -0.96569 3.99089 -2.69883
H -2.40620 -2.61859 2.35057
C -1.66764 -1.58733 -2.63132
H -1.51079 -4.03517 1.77591
C -1.52821 1.78818 -3.87871
C 3.23394 0.94697 -1.28792
H -0.06822 -3.92187 3.94374
N -1.02409 1.92210 -2.58073
H -0.91616 3.37859 -1.01901
C 0.38926 -1.34056 1.96717
Bi -0.17601 0.09409 0.17003
O 1.42944 2.97566 0.94679
C -1.53075 -2.94282 1.78194
H 3.20312 0.58727 -0.24034
C 2.49242 -0.23368 2.80654
C 1.40479 -2.28990 3.75924
C 0.48494 2.41758 1.20756
H -1.60941 2.63173 -4.54094
H 3.08400 -0.29465 1.88197
H -0.71368 -2.06921 -2.37475
H 3.81300 1.86815 -1.43973
Cl -1.32132 1.63594 3.05503
H -1.62799 -2.58016 0.75548
H 0.54151 3.27697 -2.05676
H -2.23158 -0.05396 -4.88129
C -0.99436 0.71186 -1.94628
C 0.31433 -3.02854 3.47894
C -1.79271 1.27619 1.35020
H -2.74522 0.75910 1.42684
N 1.44203 -1.24381 2.83145
N -0.30419 -2.44262 2.37170
H 3.14556 -0.42856 3.66240
H -2.05509 -2.03515 -3.54629
*
```

No. 6
Here is a molecular structure, C13H21Cl5EuOP2 in a non-equilibrium geometry from the Open Molecules 2025 dataset. Energies are from ωB97M-V with the def2-TZVPD basis set.

The HOMO energy (alpha / beta) comes out at -11.3 / -11.3 eV. The orbital gap (alpha / beta) comes out at 0.220 / 0.286 Eh. For the LUMO energy (alpha / beta), the calculation gives -5.305 / -3.525 eV. The calculation puts the strongest force on any atom at 4.3 eV/Å.

ORCA input file:
```
! wB97M-V def2-TZVPD RIJCOSX def2/J DEFGRID3
* xyz 1 7
H 0.76094 -0.48024 -1.91491
C 0.80780 -0.16739 4.27778
C 0.44854 1.05478 2.20042
H 0.15787 2.27788 -3.86450
Cl 0.96857 -1.64654 5.10479
C 0.88997 1.05442 4.98626
H -3.08861 -0.44348 0.60238
C 2.14332 0.40268 -0.00083
H -2.54181 3.29757 -1.07803
H 1.23997 -4.40535 0.33037
H -3.22091 0.27542 0.39424
H -1.32142 -3.40332 -3.40822
P -0.20936 -3.27699 -1.26040
C 1.22081 3.49573 -1.23997
C 0.77032 2.28505 4.28835
H -1.32146 4.60417 -0.93725
H -0.57103 3.89715 -3.54671
C -0.60116 2.82747 -3.29369
Cl 0.64658 -1.67517 1.97361
H -1.49401 -5.33308 -0.88175
C 0.55102 2.26819 2.87967
H -0.35180 -4.89168 -3.11792
Cl 0.48150 3.79066 2.05607
C -1.58534 -4.28445 -0.56713
H -1.59222 2.41626 -3.52441
H -1.49818 3.39191 0.36179
H 0.92345 4.55518 -1.29362
H 2.09014 -4.10075 -1.20336
H -1.55094 -4.22259 0.52660
C -0.37367 -3.79682 -3.01812
H 0.45360 -3.34211 -3.57853
H 2.03016 3.29394 -1.96057
C 1.13786 -4.42253 -0.76339
C -1.52772 3.54286 -0.72680
H -2.54651 -3.88580 -0.90751
O 3.17435 0.33028 0.51993
P -0.26476 2.46044 -1.52488
H 0.90558 -5.44612 -1.09695
Cl 0.89764 3.74891 5.16839
Cl 1.12226 1.06061 6.67471
Eu -0.35542 -0.26288 -0.27950
H 1.58680 3.28396 -0.22646
C 0.60726 -0.12821 2.87008
*
```

No. 7
Here is a gas-phase ion, C13H21N5PS (charge +1) in a non-equilibrium geometry from the Open Molecules 2025 dataset. Energies are from ωB97M-V with the def2-TZVPD basis set.

The HOMO energy comes out at -12.1 eV. Its SMILES is [H]/N=C(\C)CNC1=[N+]([PH2]=S)[C@@H](CN)[C@H](c2ccccc2)N1. The orbital gap comes out at 0.326 Eh. For the LUMO energy, the calculation gives -3.239 eV. The calculation puts the strongest force on any atom at 4.0 eV/Å.

ORCA input file:
```
! wB97M-V def2-TZVPD RIJCOSX def2/J DEFGRID3
* xyz 1 1
H -1.09149 5.65248 -2.08419
C 0.79527 2.58774 -1.98404
H 2.52049 -1.31208 2.04725
H -0.72721 -2.50390 4.15120
N 0.43853 -1.81013 -0.51791
H -0.07978 -1.21706 2.99279
H -1.69554 2.11713 0.47353
N 1.64948 0.07186 0.01158
C -0.65511 -2.18276 3.08149
C -1.10509 2.63662 -0.32511
H -2.41077 4.40308 -0.20799
N -2.44916 -0.83916 -1.14247
C 1.38048 -1.29060 0.42374
S 2.80477 -3.61936 -1.43594
H -0.28974 0.38326 0.56386
N -0.78833 -4.17668 1.62237
H 0.92703 4.44734 -3.17853
H 1.84464 -4.03213 1.11759
C 0.02814 1.91840 -0.93200
H 1.64776 2.04432 -2.45821
P 0.90077 -3.28130 -1.36087
C 1.52759 -3.26106 1.86050
N 1.87964 -1.87384 1.48060
H 0.12989 -4.32991 -0.76611
C -1.51484 3.97559 -0.71758
C -0.75769 4.63615 -1.77441
H -1.75331 -3.98427 1.93269
H -1.67499 -1.95499 2.67022
H 0.42040 -3.13226 -2.69656
H 1.99805 0.53439 0.85812
H -3.26972 -1.12984 -1.67564
C -1.35042 -0.73105 -2.13186
H -2.59791 0.07732 -0.71825
H 0.92827 -0.52366 -2.14205
H -1.45805 0.25775 -2.67115
C 0.27470 0.48513 -0.41151
C 0.05132 -0.69123 -1.44747
H 2.00952 -3.51419 2.84496
C 0.37311 3.92937 -2.36206
C -0.03001 -3.29785 2.14894
H -1.40462 -1.55161 -2.88778
*
```

No. 8
Here is 2 unconnected molecules or ions with the total composition C13H21NO in a non-equilibrium geometry from the Open Molecules 2025 dataset. Energies are from ωB97M-V with the def2-TZVPD basis set.

The HOMO energy comes out at -8.8 eV. Its SMILES is CCN(C)C(C)=O.CCc1ccccc1. The orbital gap comes out at 0.349 Eh. For the LUMO energy, the calculation gives 0.691 eV. The calculation puts the strongest force on any atom at 5.5 eV/Å.

ORCA input file:
```
! wB97M-V def2-TZVPD RIJCOSX def2/J DEFGRID3
* xyz 0 1
N 0.92423 -3.18023 -1.96081
H -0.24549 -4.91222 -2.37576
C -1.48866 4.21401 -0.14217
H -0.78113 -3.82157 -1.00542
H 0.20927 2.02307 5.37465
H -0.92109 5.85505 1.29884
C -1.76987 2.83006 -0.17078
C -0.74314 2.62863 2.06933
C 1.52502 -2.61360 -0.91384
H -2.26715 -3.24527 -2.02532
H -1.36442 -2.02533 -2.67584
H 3.50484 -1.87447 -1.83864
H 2.95732 -1.41803 -0.02419
C -1.50955 -3.09376 -2.87781
H 1.00846 1.67363 2.89923
H 0.09333 4.42645 2.85219
H -0.31801 3.44784 4.73012
H -1.57433 -3.45772 -3.86319
C -0.40473 2.37920 4.53597
C -1.24216 2.06859 0.85733
C -0.05509 1.82142 3.15313
H -1.30725 0.98014 1.05358
H -1.66181 4.88479 -0.98935
C -0.38753 -3.86301 -1.99780
H 2.76501 -4.09526 -2.88484
H -2.43102 2.38560 -0.88621
H -0.35341 0.76624 3.09278
C 2.73831 -1.57824 -1.14744
H 1.35816 -4.30568 -3.70226
C -0.67080 4.01275 2.09804
C -0.93692 4.81079 0.97331
H -1.26587 1.73558 4.70951
H 1.84292 -2.61316 -3.69914
C 1.82582 -3.52254 -3.10588
O 0.83363 -2.57764 0.12643
H 2.11311 -0.74614 -1.53773
*
```